[1]
82
Properties=species:S:1:pos:R:3:mulliken_spin:R:1 method="wB97M-V/def2-TZVPD" total_charge=-1 spin_multiplicity=2 s2=0.760 e_above_lowest_ev=0.000 total_energy_ev=-286007.40191 homo_ev="-5.02 / -5.01" lumo_ha="0.082 / 0.022" orbital_gap_ev="7.255 / 5.609"
Ru -0.28 -0.26 -0.23 -0.016
C -0.40 -2.60 -3.08 -0.026
As -0.87 -2.31 -1.22 0.005
C -2.76 -2.75 -1.34 0.000
C -0.21 -3.97 -0.40 0.000
C 1.27 -4.06 0.01 0.000
C 2.17 -3.71 -1.19 0.000
C 1.60 -3.14 1.20 0.000
As 1.63 -1.21 0.86 -0.001
C 1.89 -0.59 2.69 0.000
C 3.41 -0.87 0.15 0.000
C 1.60 -5.52 0.40 0.000
As 0.64 -6.63 1.74 0.000
C -0.11 -5.40 3.06 0.000
C -1.04 -7.02 0.78 0.000
H 0.65 -2.40 -3.27 0.004
H -0.99 -1.91 -3.70 0.026
H -0.65 -3.63 -3.35 0.000
H -2.87 -3.78 -1.71 0.000
H -3.22 -2.06 -2.04 0.001
H -3.21 -2.65 -0.37 0.000
H -0.43 -4.76 -1.12 0.000
H -0.85 -4.12 0.47 0.000
H 2.01 -2.69 -1.52 0.001
H 1.96 -4.37 -2.03 0.000
H 3.22 -3.82 -0.92 0.000
H 2.57 -3.41 1.61 0.000
H 0.86 -3.26 1.99 0.000
H 2.83 -0.97 3.09 0.000
H 1.05 -0.93 3.29 0.000
H 1.90 0.50 2.67 0.000
H 4.15 -1.53 0.60 0.000
H 3.67 0.17 0.40 0.000
H 3.43 -0.97 -0.93 0.000
H 2.64 -5.56 0.71 0.000
H 1.53 -6.14 -0.51 0.000
H 0.68 -4.93 3.64 0.000
H -0.70 -6.01 3.74 0.000
H -0.75 -4.63 2.64 0.000
H -0.81 -7.39 -0.22 0.000
H -1.68 -6.14 0.69 0.000
H -1.56 -7.80 1.33 0.000
S -1.33 3.50 -3.97 0.418
Sb -1.13 1.40 -3.05 -0.033
S -2.30 0.81 -1.12 -0.004
S 0.93 0.49 -2.11 -0.008
S -1.86 0.56 -5.09 0.640
F -1.23 -0.58 1.78 0.000
B -1.87 -1.63 2.54 0.000
F -0.94 -2.04 3.50 0.000
F -3.02 -1.13 3.09 0.000
F -2.13 -2.69 1.65 0.000
O 0.31 1.64 0.77 0.004
S -0.12 2.94 0.10 -0.005
C -1.42 3.61 1.19 -0.003
C -2.07 4.83 0.59 -0.008
C -2.76 4.72 -0.61 -0.004
C -3.31 5.85 -1.20 0.001
C -3.19 7.09 -0.59 -0.001
C -2.52 7.19 0.62 0.002
C -1.95 6.07 1.21 0.000
C 1.29 4.01 0.51 0.003
C 1.16 5.43 0.03 0.008
C 1.53 6.47 0.87 0.000
C 1.42 7.79 0.45 0.000
C 0.93 8.07 -0.81 0.001
C 0.56 7.03 -1.66 -0.005
C 0.69 5.72 -1.25 0.002
H -0.98 3.78 2.17 0.000
H -2.10 2.76 1.24 0.000
H -2.84 3.75 -1.10 0.010
H -3.82 5.75 -2.15 0.001
H -3.62 7.97 -1.05 0.000
H -2.41 8.16 1.10 0.000
H -1.41 6.16 2.14 0.000
H 2.12 3.49 0.03 0.000
H 1.43 3.95 1.59 0.000
H 1.89 6.25 1.87 0.000
H 1.70 8.59 1.12 0.000
H 0.82 9.10 -1.14 0.000
H 0.16 7.24 -2.64 -0.004
H 0.39 4.92 -1.92 -0.005

=====

[2]
94
Properties=species:S:1:pos:R:3:mulliken_charge:R:1 method="wB97M-V/def2-TZVPD" total_charge=+1 e_above_lowest_ev=0.000 total_energy_ev=-109300.36972 homo_ev=-8.41 lumo_ha=-0.280 orbital_gap_ev=0.796
O 1.37 -2.63 2.27 -0.242
C 2.08 -3.56 1.42 -0.513
C 1.39 -3.77 0.08 -0.440
C 0.17 -4.73 0.19 -1.006
C -1.06 -3.93 0.63 0.144
C -2.46 -4.64 0.61 0.281
C -3.24 -4.61 1.99 0.371
O -4.20 -3.63 2.08 -0.517
P -4.11 -2.61 0.68 1.049
C -4.96 -1.05 1.49 -0.369
B -3.82 -0.04 1.40 0.589
O -2.96 0.28 2.53 -0.587
O -3.52 0.61 0.19 -0.465
O -3.25 -3.81 -0.20 -0.607
H 0.94 -3.17 2.94 -0.054
H 2.14 -4.50 1.97 0.298
H 3.10 -3.20 1.29 0.328
H 1.00 -2.80 -0.24 0.213
H 2.10 -4.14 -0.65 0.410
H -0.04 -5.22 -0.76 0.391
H 0.44 -5.53 0.89 0.271
H -0.93 -3.52 1.63 -0.383
H -1.14 -3.08 -0.04 0.302
H -2.41 -5.68 0.28 0.499
H -2.58 -4.40 2.89 -0.866
H -3.61 -5.62 2.19 0.331
H -5.42 -3.12 0.21 -0.115
H -3.86 -1.78 -0.47 0.138
H -2.86 -2.06 1.30 -0.420
H -5.27 -1.25 2.51 0.189
H -5.82 -0.73 0.90 0.214
H -2.14 -0.16 2.32 -0.175
H -2.64 0.31 -0.06 0.164
Cs -0.22 0.38 1.74 1.051
Mg -1.05 -3.76 3.88 0.289
C -8.95 -1.51 1.88 -0.599
C -8.79 -2.53 0.66 0.656
O -7.69 -2.40 0.08 -0.441
O -9.75 -3.25 0.49 -0.470
H -8.07 -0.90 1.98 0.153
H -9.82 -0.89 1.69 0.310
H -9.11 -2.10 2.78 0.273
Cl 3.00 4.26 -0.67 0.180
C 4.30 4.85 0.49 -0.208
C 4.87 3.74 1.31 -0.349
Cl 3.69 3.08 2.48 -0.179
H 3.84 5.63 1.09 0.393
H 5.07 5.30 -0.13 0.300
H 5.72 4.14 1.87 0.151
H 5.23 2.92 0.70 0.362
C 2.09 1.12 -3.28 0.769
O 3.03 1.49 -3.92 -0.460
O 0.99 0.62 -3.88 -0.367
O 1.99 1.13 -1.93 0.499
H 1.26 0.69 -4.81 0.349
C 2.64 7.94 -4.35 -0.803
C 1.77 8.82 -4.88 0.479
C 0.32 8.88 -4.44 0.854
O -0.41 9.70 -4.94 -0.575
C -0.12 7.92 -3.43 -1.025
C 0.76 7.05 -2.92 0.224
C 2.20 7.02 -3.35 1.025
O 2.95 6.19 -2.82 -0.560
O 0.43 6.14 -1.99 -0.547
O 2.14 9.67 -5.80 -0.437
H 3.68 7.89 -4.67 0.403
H -1.15 7.95 -3.12 0.450
H 1.27 5.68 -1.82 0.216
H 1.37 10.21 -6.05 0.355
N 5.00 8.89 -6.82 1.051
O 4.30 8.01 -7.35 -0.541
O 5.58 8.66 -5.75 -0.612
O 5.09 10.01 -7.35 -0.563
C -2.17 -8.91 1.90 -0.077
C -3.39 -9.14 1.27 -0.499
C -4.19 -10.20 1.68 -0.387
C -3.79 -11.01 2.72 -0.436
C -2.58 -10.78 3.36 -0.346
C -1.77 -9.73 2.94 -0.532
H -1.54 -8.09 1.58 0.436
H -3.71 -8.50 0.45 0.380
H -5.14 -10.38 1.18 0.372
H -4.42 -11.83 3.04 0.367
H -2.26 -11.42 4.17 0.367
H -0.82 -9.56 3.43 0.360
C 8.45 5.80 1.99 0.680
O 7.23 5.83 1.84 -0.673
N 9.05 6.24 3.13 -0.404
N 9.29 5.33 1.03 -0.370
H 10.04 6.23 3.27 0.171
H 8.45 6.59 3.85 0.221
H 8.88 5.01 0.17 0.201
H 10.29 5.31 1.13 0.175
Be 2.20 2.35 -1.27 -0.489

=====

[3]
96
Properties=species:S:1:pos:R:3:mulliken_charge:R:1 method="wB97M-V/def2-TZVPD" total_charge=+1 total_energy_ev=-100673.30727 homo_ev=-12.45 lumo_ha=-0.141 orbital_gap_ev=8.610
C 5.63 1.59 0.69 -1.124
C 4.10 1.28 1.11 -0.233
N 4.00 -0.21 1.27 -0.584
N 2.86 -0.73 0.63 0.400
C 1.74 -0.76 1.35 0.104
N 0.47 -1.30 0.89 -0.174
C -0.43 -1.35 2.11 0.039
C -2.00 -1.50 1.86 0.005
C -2.33 -2.64 0.79 0.522
C -3.81 -2.67 0.15 -1.146
N -1.48 -3.55 0.43 -0.660
C 0.08 -0.02 2.89 -0.020
O -0.05 1.21 2.17 -0.304
C -1.07 2.08 2.71 -0.403
C -1.39 3.16 1.54 0.073
C -2.27 2.45 0.37 -0.949
O -0.15 3.59 0.94 -0.467
B -0.12 -0.03 4.51 0.574
C -1.62 -0.29 5.09 -0.900
O 0.91 0.20 5.47 -0.622
N 1.57 -0.28 2.73 -0.377
S 3.07 -1.31 -0.99 0.891
O 4.11 -0.42 -1.63 -0.599
O 3.66 -2.69 -0.99 -0.585
C 1.56 -1.18 -2.07 0.651
F 1.97 -1.28 -3.41 -0.144
F 0.80 -2.35 -1.83 -0.214
F 0.75 -0.09 -1.82 -0.159
H 5.91 1.01 -0.26 0.266
H 5.77 2.71 0.56 0.340
H 6.33 1.22 1.52 0.336
H 3.98 1.73 2.16 0.291
H 3.34 1.75 0.41 0.282
H 4.83 -0.67 0.85 0.411
H 0.66 -2.30 0.72 0.393
H -0.02 -2.26 2.67 0.435
H -2.46 -0.52 1.50 -0.471
H -2.49 -1.79 2.86 0.440
H -3.97 -1.80 -0.56 0.302
H -4.53 -2.66 1.04 0.265
H -3.94 -3.67 -0.36 0.389
H -1.88 -4.19 -0.27 0.291
H -2.06 1.55 2.93 0.228
H -0.71 2.71 3.60 0.225
H -1.91 4.08 1.94 0.536
H -3.15 3.11 0.08 0.339
H -1.62 2.22 -0.53 0.244
H -2.70 1.51 0.84 0.067
H -0.17 4.57 0.87 0.199
H -1.90 0.43 5.94 0.327
H -2.43 -0.13 4.30 0.243
H -1.71 -1.37 5.49 0.281
H 0.55 0.75 6.20 0.329
H 1.94 -0.95 3.42 0.362
C 2.84 -1.95 -5.92 -0.818
C 3.36 -0.87 -6.84 -0.346
O 3.11 -1.21 -8.21 -0.310
C 1.87 -0.94 -8.67 0.364
O 1.00 -0.45 -8.00 -0.509
C 1.75 -1.30 -10.14 0.870
F 2.29 -2.50 -10.42 -0.242
F 2.38 -0.40 -10.93 -0.247
F 0.48 -1.35 -10.56 -0.237
H 3.26 -2.92 -6.19 0.369
H 3.11 -1.73 -4.89 0.229
H 1.76 -2.04 -5.98 0.251
H 4.44 -0.78 -6.74 0.349
H 2.93 0.11 -6.60 0.331
C -5.16 -7.96 0.68 -1.092
C -6.42 -7.13 0.52 -0.175
O -6.93 -6.71 1.79 -0.324
C -6.34 -5.63 2.34 0.381
O -5.45 -5.01 1.83 -0.503
C -7.01 -5.28 3.66 0.873
F -7.22 -6.36 4.44 -0.239
F -8.21 -4.70 3.48 -0.256
F -6.28 -4.42 4.40 -0.240
H -5.34 -8.80 1.35 0.320
H -4.82 -8.34 -0.28 0.374
H -4.35 -7.37 1.12 0.281
H -7.20 -7.73 0.05 0.320
H -6.25 -6.26 -0.13 0.279
C 3.45 8.62 -1.10 -1.090
C 3.85 8.60 0.36 -0.186
O 2.68 8.53 1.20 -0.319
C 2.16 7.30 1.38 0.382
O 2.60 6.30 0.89 -0.513
C 0.97 7.36 2.33 0.843
F 0.14 8.38 2.05 -0.258
F 1.35 7.53 3.61 -0.260
F 0.22 6.24 2.30 -0.192
H 2.74 9.42 -1.30 0.307
H 4.33 8.76 -1.73 0.372
H 2.96 7.68 -1.39 0.300
H 4.35 9.53 0.62 0.320
H 4.54 7.79 0.59 0.295

=====

[4]
87
Properties=species:S:1:pos:R:3:mulliken_charge:R:1 method="wB97M-V/def2-TZVPD" total_charge=+1 e_above_lowest_ev=0.672 total_energy_ev=-405429.04166 homo_ev=-11.64 lumo_ha=-0.092 orbital_gap_ev=9.134
C 2.35 -1.55 1.76 -0.160
C 1.09 -0.83 2.29 1.121
C -0.01 -1.80 2.76 -1.393
C -1.40 -1.39 2.28 -0.406
O -1.40 -1.52 0.84 -0.245
C -2.60 -1.27 0.26 -0.294
F -3.62 -1.85 0.93 -0.475
N -2.56 -1.96 -1.05 0.102
C -2.05 -1.17 -2.22 0.933
C -1.22 -2.14 -3.13 -1.381
C -1.62 -2.13 -4.62 -0.821
O -0.52 -1.82 -5.45 -0.304
C -0.92 -1.48 -6.77 -0.261
C -1.47 -0.07 -6.93 -0.980
C -1.21 0.04 -1.79 -2.463
I -0.34 1.07 -3.46 0.256
C -2.08 1.02 -0.90 1.133
Br -3.18 2.13 -2.09 0.067
C -1.06 1.87 -0.11 -0.069
C -1.62 3.10 0.62 -0.382
C -1.58 4.43 -0.16 -0.957
C -0.31 4.68 -0.95 0.172
O -0.48 5.89 -1.69 -0.430
C -0.40 5.65 -3.08 -0.598
C -2.98 0.23 0.15 0.775
C -4.47 0.34 -0.07 -0.965
Br -5.29 -0.58 -1.55 -0.026
C -5.24 1.03 0.73 0.595
C -4.80 1.79 1.93 -1.424
Br -7.12 1.16 0.42 -0.145
H 2.50 -1.30 0.71 -0.304
H 3.19 -1.15 2.30 -0.250
H 2.25 -2.63 1.83 0.317
H 1.33 -0.14 3.10 0.430
H 0.68 -0.29 1.44 -0.771
H -0.04 -1.96 3.84 0.434
H 0.19 -2.76 2.29 0.486
H -2.10 -2.05 2.77 0.508
H -1.54 -0.36 2.60 0.097
H -3.46 -2.40 -1.26 0.668
H -1.91 -2.75 -0.92 0.682
H -2.87 -0.84 -2.84 0.276
H -1.33 -3.18 -2.80 0.433
H -0.16 -1.90 -3.04 0.507
H -2.50 -1.52 -4.83 0.543
H -1.89 -3.16 -4.87 0.283
H -1.63 -2.22 -7.17 0.311
H -0.01 -1.54 -7.37 0.341
H -0.66 0.62 -6.73 0.174
H -1.85 0.13 -7.92 0.395
H -2.21 0.14 -6.16 0.252
H -0.39 -0.27 -1.15 0.553
H -0.19 2.07 -0.72 0.802
H -0.72 1.18 0.67 -0.643
H -1.15 3.21 1.59 0.679
H -2.67 2.90 0.83 -0.479
H -1.65 5.22 0.58 0.434
H -2.45 4.56 -0.79 0.170
H -0.16 3.88 -1.69 0.088
H 0.57 4.75 -0.30 0.120
H 0.58 5.24 -3.33 0.271
H -1.20 4.97 -3.41 0.226
H -0.53 6.57 -3.63 0.283
H -2.69 0.64 1.11 0.570
H -3.89 1.42 2.40 0.221
H -5.57 1.76 2.69 0.577
H -4.72 2.84 1.65 0.372
C 3.96 -1.51 -2.52 -0.174
Cl 3.44 -1.96 -4.14 -0.101
Cl 2.82 -0.36 -1.81 -0.019
Cl 4.13 -2.93 -1.50 -0.121
H 4.93 -1.02 -2.59 0.387
C 5.31 -2.09 4.65 -0.027
Cl 5.50 -2.69 6.29 -0.082
Cl 4.85 -3.41 3.56 -0.124
Cl 4.13 -0.78 4.59 -0.056
H 6.27 -1.71 4.32 0.299
C 6.84 -5.19 9.45 0.126
Cl 5.13 -4.94 9.06 -0.133
Cl 7.22 -4.55 11.05 -0.113
Cl 7.26 -6.89 9.34 -0.115
H 7.43 -4.64 8.72 0.232
C 4.01 2.51 2.21 -0.204
Cl 5.08 1.12 2.00 -0.085
Cl 2.74 2.51 0.98 -0.038
Cl 3.31 2.53 3.83 -0.118
H 4.60 3.42 2.09 0.438

=====

[5]
83
Properties=species:S:1:pos:R:3:mulliken_charge:R:1 method="wB97M-V/def2-TZVPD" total_charge=+2 total_energy_ev=-154040.58331 homo_ev=-13.15 lumo_ha=-0.393 orbital_gap_ev=2.445
C -0.98 4.73 5.36 -0.848
C 0.37 4.03 6.04 0.557
O 0.51 4.08 7.38 -0.549
N 1.36 3.41 5.08 -0.217
C 1.97 2.13 5.60 -0.628
C 0.94 0.85 5.68 -0.584
C 0.12 0.53 4.29 -0.156
C 0.81 -0.69 3.39 -0.735
C -0.03 -0.67 1.95 0.503
C -1.29 -1.71 1.78 -0.614
Br -1.86 -3.04 3.19 -0.020
C -2.16 -1.66 0.37 0.367
O -3.28 -2.61 0.26 -0.384
C -2.92 -3.55 -0.82 -0.255
C -2.96 -5.14 -0.39 -0.446
N -1.55 -5.69 -0.63 -0.345
C -1.29 -5.96 -2.10 -0.432
C 0.30 -6.30 -2.43 0.358
C 0.87 -5.39 -3.72 -1.046
O 1.20 -6.06 -1.29 -0.564
C -1.73 -0.58 -0.81 -0.115
C -2.55 -0.47 -2.24 -0.374
C -3.24 1.00 -2.51 0.615
O -4.24 0.89 -3.62 -0.470
C -4.04 1.63 -1.23 -0.396
N -3.50 3.06 -1.04 -0.589
C -0.41 0.41 -0.60 0.048
N -0.09 1.35 -1.73 0.146
C 1.10 2.23 -1.47 0.149
C 1.47 3.30 -2.70 -1.233
C 2.17 2.55 -3.99 0.216
C 2.71 3.71 -5.00 -0.997
Cl 0.76 1.68 -4.91 -0.210
C 1.95 2.12 -0.08 -0.023
P 3.51 3.28 0.10 -0.119
P 5.18 1.87 0.41 0.922
O 5.16 0.75 -0.75 -0.616
O 5.12 1.02 1.93 -0.497
O 6.75 2.66 0.28 -0.521
N 1.68 1.23 1.10 -0.177
C 0.47 0.40 0.76 0.484
H -1.68 5.09 6.22 0.296
H -1.49 4.02 4.57 0.222
H -0.65 5.70 4.74 0.281
H 0.97 3.32 4.11 0.256
H 2.95 1.81 5.00 0.233
H 2.34 2.33 6.71 0.343
H 0.22 0.94 6.61 0.365
H 1.62 -0.11 5.89 0.340
H -0.96 0.14 4.56 0.236
H 0.02 1.44 3.56 0.183
H 0.70 -1.74 3.92 0.464
H 1.95 -0.48 3.14 0.120
H -3.73 -3.37 -1.68 -0.008
H -1.88 -3.33 -1.31 0.316
H -3.78 -5.72 -1.03 0.304
H -3.22 -5.33 0.75 0.278
H -0.92 -4.97 -0.23 0.223
H -1.91 -6.88 -2.53 0.285
H -1.59 -5.04 -2.79 0.119
H 0.42 -7.44 -2.75 0.248
H -0.01 -4.97 -4.37 0.271
H 1.61 -6.03 -4.41 0.318
H 1.48 -4.47 -3.33 0.272
H 2.16 -6.03 -1.59 0.318
H -3.38 -1.28 -2.39 0.005
H -1.73 -0.63 -3.10 0.325
H -2.40 1.73 -2.94 0.376
H -4.66 -0.02 -3.61 0.285
H -5.21 1.66 -1.45 0.349
H -3.90 1.05 -0.22 0.194
H -4.21 3.59 -0.49 0.285
H -3.42 3.44 -2.03 0.253
H 2.02 4.26 -2.33 0.503
H 0.40 3.67 -3.09 0.352
H 3.03 1.80 -3.71 0.415
H 2.21 3.56 -6.07 0.313
H 2.34 4.74 -4.58 0.314
H 3.87 3.63 -5.16 0.282
H 3.81 3.93 -1.14 0.099
H 4.66 0.14 1.77 0.356
H 7.49 1.98 0.46 0.365
Cd -3.94 -1.48 -4.59 0.443